[1]
Molecular formula: C6H7NO3
Method: DFT, ωB97M-V/def2-TZVPD

Geometry as ORCA input:
```
! RIJCOSX wB97M-V def2-TZVPD def2/J DEFGRID3
* xyz 0 1
C 0.68689 1.76244 1.60799
C -0.30989 0.77482 1.03492
O -1.55996 1.08990 1.57517
C -0.13168 -0.22677 0.22198
C 0.11827 -1.04369 -0.69689
C 0.12579 -1.83122 -1.71548
C -1.35110 -2.56988 -2.18686
N -2.15108 -2.48591 -0.94381
O -2.79114 -1.46074 -0.88597
O -2.03011 -3.39548 -0.11238
H 1.12772 1.54142 2.62312
H 1.58925 2.00929 0.91087
H -0.03474 2.62731 1.66885
H -2.14306 0.46517 2.08026
H 1.05856 -2.09221 -2.17083
H -1.92293 -2.15828 -2.96078
H -0.93742 -3.66970 -2.36862
*
```

Output
SMILES: CC(O)=C=C=CC[N+](=O)[O-]
Relative energy (zero: lowest compared OMol25 entry of this formula, charge and spin): 6.931 eV
LUMO level: 0.3 eV


[2]
Molecular formula: C6H7NO3S
Method: DFT, ωB97M-V/def2-TZVPD

Geometry as ORCA input:
```
! RIJCOSX wB97M-V def2-TZVPD def2/J DEFGRID3
* xyz 0 1
C -0.17814 -2.05014 0.77664
C -0.48980 -0.58041 0.76899
O -1.79285 -0.49767 -0.34135
N -2.85311 0.23855 0.01687
O -2.83463 0.79125 1.07495
O -3.72064 0.24872 -0.79577
C 0.52685 0.29704 0.18852
C 1.09879 0.20881 -1.05165
C 2.01485 1.24497 -1.30522
C 2.13984 2.10021 -0.25363
S 1.11716 1.68006 1.05569
H -0.01090 -2.40143 -0.23837
H -0.99374 -2.61773 1.21951
H 0.72568 -2.21315 1.36136
H -0.93021 -0.19815 1.68710
H 0.84932 -0.56386 -1.75784
H 2.56055 1.35013 -2.22577
H 2.77098 2.96279 -0.18004
*
```

Output
SMILES: C[C@H](O[N+](=O)[O-])c1cccs1
Relative energy (zero: lowest compared OMol25 entry of this formula, charge and spin): 3.083 eV
LUMO level: 0.4 eV


[3]
Molecular formula: C6H7NS
Method: DFT, ωB97M-V/def2-TZVPD

Geometry as ORCA input:
```
! RIJCOSX wB97M-V def2-TZVPD def2/J DEFGRID3
* xyz 0 1
C -0.69902 1.05957 0.22071
C 1.34031 -2.00686 0.35719
C 0.17532 0.15906 -0.23282
C -2.05168 0.50794 0.28734
C 1.70024 0.20383 -0.12719
C -0.24524 -1.21216 -0.42216
N 2.19446 -1.12728 0.17201
S -1.92745 -1.38221 0.09286
H -0.39316 2.05658 0.36047
H 1.32207 -3.09358 0.65143
H -2.57522 0.70503 1.12124
H -2.70340 0.92154 -0.53911
H 2.34759 0.41226 -0.94630
H 2.06040 0.94737 0.60003
H -0.19088 -1.59052 -1.35430
*
```

Output
Relative energy (zero: lowest compared OMol25 entry of this formula, charge and spin): 3.225 eV
LUMO level: 0.9 eV


[4]
Molecular formula: C6H7NS
Method: DFT, ωB97M-V/def2-TZVPD

Geometry as ORCA input:
```
! RIJCOSX wB97M-V def2-TZVPD def2/J DEFGRID3
* xyz 0 1
C -2.28868 0.53024 -1.00554
C -2.64746 0.79260 0.30280
C -1.45515 1.60123 -0.65362
C 1.83893 -1.17323 -0.70581
C 2.13109 -1.61456 0.73160
C 1.77209 0.11232 -0.56512
N -1.38504 1.29297 0.76431
S 2.24819 0.18292 1.19678
H -3.06670 0.34881 -1.72993
H -3.45683 1.06538 0.85787
H 1.53455 -1.85695 -1.45716
H -1.41291 2.13217 1.31554
H 1.56664 -2.33776 1.27229
H 3.21932 -1.98512 0.85430
H 1.40196 0.90899 -1.17829
*
```

Output
Relative energy (zero: lowest compared OMol25 entry of this formula, charge and spin): 6.910 eV
LUMO level: 0.9 eV


[5]
Molecular formula: C6H7NS
Method: DFT, ωB97M-V/def2-TZVPD

Geometry as ORCA input:
```
! RIJCOSX wB97M-V def2-TZVPD def2/J DEFGRID3
* xyz 0 1
C 2.81704 -0.24151 -0.00877
C 1.65011 -0.87165 -0.01057
N 0.38792 -0.27392 -0.00262
C 0.09401 1.05869 0.00012
C -1.26703 1.21308 -0.00876
C -1.83617 -0.09922 -0.00646
S -3.54487 -0.53502 -0.00309
C -0.79333 -0.98525 -0.00032
H 2.88899 0.83213 0.00182
H 3.75014 -0.81642 0.00828
H 1.59369 -1.93952 0.00833
H 0.85937 1.82665 0.02358
H -1.80271 2.16850 0.00135
H -3.99484 0.73192 -0.01413
H -0.80232 -2.06845 0.01125
*
```

Output
SMILES: C=Cn1ccc(S)c1
Relative energy (zero: lowest compared OMol25 entry of this formula, charge and spin): 0.953 eV
LUMO level: 1.0 eV


[6]
Molecular formula: C6H7O2
Method: DFT, ωB97M-V/def2-TZVPD

Geometry as ORCA input:
```
! RIJCOSX wB97M-V def2-TZVPD def2/J DEFGRID3
* xyz -1 1
C -3.11603 0.78649 0.75036
C 0.85765 1.41788 0.68728
C 0.92070 -0.07212 0.75153
C 1.08704 0.64758 -0.57069
C -0.02978 -0.37356 -0.39100
C 0.29248 -1.71477 -1.06450
O -3.49840 -0.30826 0.80487
O -2.87141 1.92111 0.73206
H -0.10489 1.90449 0.82813
H 1.68835 1.99261 1.10697
H 1.69204 -0.64716 1.26001
H 1.99882 0.66461 -1.16238
H 1.37415 -1.96409 -1.12063
H -0.09160 -1.72657 -2.08908
H -0.19912 -2.52826 -0.52292
*
```

Output
Relative energy (zero: lowest compared OMol25 entry of this formula, charge and spin): 3.037 eV
LUMO level: 3.6 eV


[7]
Molecular formula: C6H7O2
Method: DFT, ωB97M-V/def2-TZVPD

Geometry as ORCA input:
```
! RIJCOSX wB97M-V def2-TZVPD def2/J DEFGRID3
* xyz 1 1
C 2.06408 1.00847 -0.03826
C 0.72614 1.43765 -0.10122
C 2.38443 -0.31449 0.02451
C 1.35692 -1.18258 0.14528
C -0.29937 0.51062 -0.02915
C -2.48177 -0.44326 -0.04809
O 0.11821 -0.86635 0.04249
O -1.50545 0.73826 -0.05351
H 2.85138 1.73883 -0.06019
H 0.54758 2.47685 -0.16187
H 3.35095 -0.66489 0.07974
H 1.47450 -2.22624 0.17430
H -2.14758 -1.03679 -0.77012
H -3.47057 -0.00036 -0.26669
H -2.24155 -0.99132 0.94669
*
```

Output
Relative energy (zero: lowest compared OMol25 entry of this formula, charge and spin): 0.000 eV
LUMO level: -5.0 eV


[8]
Molecular formula: C6H7O4S
Method: DFT, ωB97M-V/def2-TZVPD

Geometry as ORCA input:
```
! RIJCOSX wB97M-V def2-TZVPD def2/J DEFGRID3
* xyz -1 1
O 1.67449 -0.12761 2.27910
S 0.21950 0.28342 2.07067
O -0.06494 1.67486 1.99779
O -0.58881 -0.39643 3.07254
C -0.40901 -0.49438 0.47896
O -0.95209 -1.68001 0.96285
C -1.38299 0.37602 -0.22848
C -1.14378 0.96495 -1.37480
C 0.12167 0.84536 -2.04722
C 1.12080 0.10247 -1.64551
C 1.05744 -0.74498 -0.46803
H -0.71600 -1.59389 1.99234
H -2.36938 0.21657 0.11952
H -1.80239 1.63898 -1.72342
H 0.26290 1.24012 -2.98109
H 2.03428 -0.01003 -2.31907
H 1.22271 -1.75563 -0.58985
H 1.71560 -0.53978 0.40370
*
```

Output
SMILES: O=S(=O)([O-])[C@@]1(O)C=CC=CC1
Relative energy (zero: lowest compared OMol25 entry of this formula, charge and spin): 1.307 eV
LUMO level: 3.7 eV


Among the records above, which one has the highest LUMO level? C6H7O4S